[1]
Here is a cluster of 2 separate species, C3H9NO in total from the Open Molecules 2025 dataset. Energies are from ωB97M-V/def2-TZVPD.

Results
Charge = 0
LUMO energy = 0.9 eV
SMILES = C=O.CNC

Positions of all 14 atoms, in Å:
O (-1.691, -2.141, 1.821)
C (-2.384, -2.799, 2.529)
H (-2.361, -3.904, 2.544)
H (-3.038, -2.353, 3.298)
C (1.029, 2.172, -1.652)
N (0.650, 1.476, -0.400)
C (0.753, 0.013, -0.606)
H (0.988, 3.241, -1.477)
H (0.238, 1.889, -2.348)
H (1.973, 1.748, -2.017)
H (1.256, 1.697, 0.381)
H (0.134, -0.562, 0.070)
H (0.644, -0.165, -1.670)
H (1.809, -0.313, -0.472)

These are the Löwdin partial charges, in e, on atoms 1 to 5:
1. O 0.004
2. C -0.157
3. H 0.078
4. H 0.078
5. C -0.149

[2]
Here is a cluster of 3 separate species, CH6NO4 in total from the Open Molecules 2025 dataset. Energies are from ωB97M-V/def2-TZVPD.

Results
Charge = -1
LUMO energy = 4.1 eV

Positions of all 12 atoms, in Å:
N (0.768, 2.596, 0.471)
C (0.837, 1.090, 0.516)
O (1.150, 0.515, -0.582)
O (0.160, 0.636, 1.550)
H (0.324, 2.963, -0.302)
H (0.460, 3.083, 1.258)
H (-1.414, -2.842, 0.048)
H (0.040, -2.636, 0.531)
O (-0.828, -3.174, 0.773)
H (-0.556, -0.482, -2.102)
H (-0.373, -0.555, -0.747)
O (-0.567, -1.195, -1.413)

These are the Löwdin partial charges, in e, on atoms 1 to 5:
1. N 0.063
2. C -0.675
3. O -0.123
4. O -0.153
5. H 0.005

[3]
Here is the molecule C16H32Si2 from the Open Molecules 2025 dataset. Energies are from ωB97M-V/def2-TZVPD.

Results
Charge = 0
LUMO energy = 0.8 eV
SMILES = CC1=CC(C)=C(C[Si](C)(C)C)C[C@@H]1C[Si](C)(C)C

Positions of all 50 atoms, in Å:
C (2.763, -0.505, -0.469)
C (2.459, -0.426, 0.937)
C (1.847, -0.555, -1.420)
C (1.262, -0.811, 1.346)
C (3.584, 0.187, 1.835)
C (2.298, -0.351, -2.845)
C (0.326, -1.445, 0.291)
C (0.387, -0.649, -1.009)
C (-0.231, 0.976, 5.026)
C (-1.920, 0.549, 2.468)
C (0.588, 2.222, 2.365)
C (-3.004, 0.288, -1.377)
C (-1.332, 1.208, -3.813)
C (-2.862, -1.511, -3.963)
C (0.789, -0.832, 2.775)
C (-0.510, -1.367, -2.104)
Si (-0.201, 0.708, 3.189)
Si (-1.954, -0.367, -2.808)
H (3.808, -0.331, -0.738)
H (3.496, 1.297, 1.688)
H (4.595, -0.185, 1.582)
H (3.439, 0.013, 2.906)
H (3.010, -1.138, -3.244)
H (2.828, 0.673, -2.863)
H (1.425, -0.368, -3.429)
H (0.648, -2.490, 0.041)
H (-0.672, -1.401, 0.760)
H (0.117, 0.423, -0.920)
H (-0.416, 2.003, 5.181)
H (0.718, 0.787, 5.637)
H (-0.986, 0.240, 5.438)
H (-2.658, 0.591, 3.328)
H (-1.942, 1.469, 1.876)
H (-2.134, -0.327, 1.916)
H (1.173, 1.929, 1.468)
H (1.052, 2.819, 3.118)
H (-0.283, 2.802, 2.070)
H (-4.012, 0.719, -1.806)
H (-3.051, -0.462, -0.632)
H (-2.417, 1.162, -1.082)
H (-0.454, 1.682, -3.262)
H (-0.848, 1.003, -4.797)
H (-2.292, 1.776, -3.953)
H (-3.034, -2.488, -3.449)
H (-2.386, -1.593, -4.938)
H (-3.886, -1.129, -4.188)
H (1.668, -1.026, 3.350)
H (0.157, -1.695, 2.981)
H (0.042, -1.883, -2.909)
H (-0.993, -2.188, -1.554)

These are the Löwdin partial charges, in e, on atoms 1 to 5:
1. C -0.052
2. C -0.256
3. C -0.259
4. C -0.263
5. C -0.029

[4]
Here is a cluster of 2 separate species, H5N4O3S in total from the Open Molecules 2025 dataset. Energies are from ωB97M-V/def2-TZVPD.

Results
Charge = -1
LUMO energy = 3.8 eV

Positions of all 13 atoms, in Å:
N (-0.020, -0.057, -1.642)
N (-0.139, -1.107, -2.408)
N (0.436, -2.171, -2.231)
N (1.103, 0.091, 0.955)
O (-1.287, 0.005, 1.449)
O (0.181, 1.710, 2.618)
O (-0.321, 2.128, 0.277)
S (0.028, 1.145, 1.318)
H (0.540, -0.084, -0.803)
H (-0.810, 0.580, -1.495)
H (-2.206, 0.327, 1.448)
H (1.058, -2.211, -1.342)
H (1.437, -0.357, 1.853)

These are the Löwdin partial charges, in e, on atoms 1 to 5:
1. N 0.017
2. N -0.264
3. N -0.049
4. N -0.273
5. O -0.287

[5]
Here is a structure of composition C34H57CrN3O2SSi from the Open Molecules 2025 dataset. Energies are from ωB97M-V/def2-TZVPD.

Results
Charge = +1
Expectation value of S² = 3.996
LUMO energy (spin up / spin down) = -5.5 / -3.5 eV
Spin multiplicity = 4

Positions of all 99 atoms, in Å:
O (-2.600, 0.284, -1.075)
O (2.348, 0.248, -5.588)
C (-2.847, -1.053, -1.597)
C (-4.258, -1.256, -2.094)
H (-2.657, -1.725, -0.754)
H (-2.122, -1.316, -2.382)
H (-4.978, -1.126, -1.286)
H (-4.376, -2.269, -2.490)
H (-4.513, -0.566, -2.900)
C (-2.062, 1.235, -2.054)
C (-1.790, 0.715, -3.454)
H (-1.130, 1.644, -1.637)
H (-2.766, 2.082, -2.090)
H (-0.970, -0.005, -3.462)
H (-1.478, 1.560, -4.069)
H (-2.667, 0.265, -3.932)
C (2.663, 1.251, -4.634)
C (3.030, -0.966, -5.295)
C (1.951, 2.521, -5.002)
H (3.749, 1.441, -4.645)
H (2.415, 0.940, -3.600)
H (2.259, 2.874, -5.987)
H (2.205, 3.293, -4.283)
H (0.872, 2.359, -5.012)
C (2.770, -1.969, -6.399)
H (2.723, -1.397, -4.315)
H (4.122, -0.785, -5.242)
H (1.695, -2.031, -6.607)
H (3.156, -2.946, -6.098)
H (3.290, -1.668, -7.316)
H (2.379, -0.520, -0.642)
N (-1.685, -0.672, 2.217)
C (-0.870, -0.988, 3.222)
C (0.356, -0.357, 3.424)
C (0.768, 0.825, 2.820)
C (-1.284, -2.078, 4.172)
H (-1.430, -3.036, 3.659)
H (-2.213, -1.830, 4.705)
H (-0.489, -2.203, 4.914)
C (2.122, 1.365, 3.197)
H (2.051, 2.081, 4.031)
H (2.622, 1.865, 2.359)
H (2.758, 0.536, 3.528)
N (-0.038, 1.548, 2.024)
C (-2.898, -1.409, 2.033)
C (-2.858, -2.678, 1.422)
C (-1.559, -3.322, 1.022)
C (-4.073, -3.294, 1.111)
H (-4.051, -4.255, 0.595)
C (-5.280, -2.678, 1.439)
H (-6.220, -3.154, 1.149)
C (-5.300, -1.488, 2.159)
H (-6.242, -1.033, 2.482)
C (-4.107, -0.850, 2.492)
C (-4.093, 0.402, 3.316)
C (0.306, 2.935, 1.853)
C (1.087, 3.307, 0.739)
C (1.469, 2.291, -0.296)
C (1.585, 4.608, 0.669)
H (2.181, 4.894, -0.195)
C (1.338, 5.518, 1.700)
H (1.727, 6.529, 1.646)
C (0.586, 5.128, 2.812)
H (0.376, 5.829, 3.615)
C (0.072, 3.839, 2.909)
C (-0.690, 3.423, 4.131)
Cr (-1.620, 0.902, 1.021)
H (-1.270, -3.058, -0.007)
H (-1.666, -4.414, 1.054)
H (-0.723, -3.046, 1.671)
H (-3.294, 0.397, 4.074)
H (-5.048, 0.504, 3.846)
H (-3.964, 1.301, 2.688)
H (2.055, 2.765, -1.094)
H (0.584, 1.825, -0.761)
H (2.080, 1.477, 0.125)
H (-1.664, 2.984, 3.878)
H (-0.893, 4.309, 4.742)
H (-0.138, 2.703, 4.752)
H (1.025, -0.796, 4.164)
C (2.252, -1.489, -1.067)
Si (3.465, -2.520, -0.101)
H (1.214, -1.809, -0.908)
H (2.470, -1.533, -2.162)
C (3.658, -4.213, -0.841)
C (2.968, -2.665, 1.696)
C (5.067, -1.559, -0.264)
H (5.127, -1.058, -1.246)
H (5.923, -2.253, -0.180)
H (5.157, -0.794, 0.521)
H (2.732, -4.797, -0.799)
H (4.428, -4.765, -0.287)
H (3.976, -4.157, -1.888)
H (1.921, -2.969, 1.829)
H (3.119, -1.724, 2.244)
H (3.595, -3.432, 2.180)
S (-3.329, 2.496, 0.544)
C (-2.921, 3.838, 1.427)
N (-2.717, 4.840, 2.017)

These are the Löwdin partial charges, in e, on atoms 1 to 5:
1. O -0.304
2. O -0.152
3. C -0.233
4. C -0.041
5. H 0.080

[6]
Here is a cluster of 7 separate species, C28H72O7P in total from the Open Molecules 2025 dataset. Energies are from ωB97M-V/def2-TZVPD.

Results
Charge = +1
LUMO energy = -2.9 eV

Positions of all 108 atoms, in Å:
C (4.311, -0.202, 1.222)
O (4.043, 1.002, 1.930)
C (4.468, 2.138, 1.184)
C (3.778, 3.427, 1.693)
C (2.222, 3.318, 1.749)
C (1.607, 3.613, 0.342)
C (0.247, 4.384, 0.385)
C (-1.009, 3.459, 0.263)
C (-1.683, 3.101, 1.625)
C (-3.249, 3.008, 1.437)
C (-3.832, 1.594, 1.796)
P (-3.216, 0.440, 0.463)
H (3.646, -0.983, 1.631)
H (4.139, -0.113, 0.127)
H (5.353, -0.525, 1.418)
H (5.566, 2.232, 1.360)
H (4.355, 1.982, 0.091)
H (4.105, 4.253, 1.035)
H (4.197, 3.643, 2.695)
H (1.906, 2.328, 2.129)
H (1.876, 4.083, 2.468)
H (2.331, 4.239, -0.214)
H (1.487, 2.677, -0.242)
H (0.182, 5.092, 1.234)
H (0.238, 5.029, -0.520)
H (-1.751, 4.002, -0.358)
H (-0.717, 2.567, -0.330)
H (-1.503, 3.870, 2.395)
H (-1.369, 2.098, 1.982)
H (-3.762, 3.746, 2.084)
H (-3.571, 3.235, 0.400)
H (-4.939, 1.571, 1.770)
H (-3.540, 1.264, 2.806)
H (-1.804, 0.571, 0.442)
H (-3.538, -0.921, 0.735)
H (-3.709, 0.810, -0.822)
C (5.784, 0.966, 4.780)
C (6.230, -0.395, 5.290)
C (5.040, -1.240, 5.720)
O (7.122, -0.231, 6.391)
H (5.264, 1.524, 5.565)
H (6.647, 1.565, 4.483)
H (5.115, 0.867, 3.922)
H (6.785, -0.916, 4.508)
H (4.496, -0.755, 6.537)
H (5.373, -2.211, 6.091)
H (4.349, -1.401, 4.890)
H (6.646, 0.227, 7.090)
C (2.885, -1.584, -3.718)
C (2.839, -0.588, -2.571)
C (2.015, 0.638, -2.935)
O (4.166, -0.187, -2.229)
H (3.350, -1.137, -4.601)
H (3.485, -2.453, -3.448)
H (1.884, -1.924, -3.988)
H (2.414, -1.067, -1.685)
H (2.452, 1.157, -3.793)
H (1.999, 1.349, -2.106)
H (0.987, 0.364, -3.182)
H (4.556, 0.236, -3.001)
C (5.710, -1.000, -6.440)
C (4.720, -1.366, -7.536)
C (5.225, -2.533, -8.370)
O (4.497, -0.235, -8.377)
H (6.668, -0.694, -6.868)
H (5.338, -0.156, -5.855)
H (5.883, -1.843, -5.768)
H (3.758, -1.624, -7.090)
H (6.167, -2.277, -8.863)
H (4.510, -2.779, -9.157)
H (5.385, -3.420, -7.754)
H (5.337, 0.004, -8.779)
C (-0.734, -5.756, -5.042)
C (0.168, -4.914, -4.153)
C (-0.629, -3.865, -3.392)
O (1.164, -4.275, -4.949)
H (-1.235, -5.132, -5.788)
H (-0.149, -6.498, -5.587)
H (-1.495, -6.275, -4.456)
H (0.692, -5.560, -3.447)
H (-1.127, -3.179, -4.084)
H (0.032, -3.263, -2.764)
H (-1.387, -4.329, -2.757)
H (0.717, -3.701, -5.579)
C (-6.465, 0.330, 6.311)
C (-5.837, 1.180, 5.219)
C (-6.566, 2.505, 5.059)
O (-5.862, 0.464, 3.977)
H (-7.505, 0.094, 6.068)
H (-5.937, -0.620, 6.409)
H (-6.441, 0.843, 7.274)
H (-4.787, 1.366, 5.458)
H (-7.610, 2.340, 4.775)
H (-6.110, 3.102, 4.265)
H (-6.545, 3.082, 5.984)
H (-6.783, 0.292, 3.755)
C (-8.750, -0.401, 1.374)
C (-8.097, -1.484, 0.527)
C (-8.822, -2.812, 0.672)
O (-6.728, -1.638, 0.917)
H (-8.719, -0.670, 2.435)
H (-8.214, 0.545, 1.267)
H (-9.790, -0.247, 1.086)
H (-8.097, -1.179, -0.520)
H (-8.794, -3.157, 1.709)
H (-8.339, -3.580, 0.067)
H (-9.865, -2.728, 0.362)
H (-6.714, -1.908, 1.841)

These are the Löwdin partial charges, in e, on atoms 1 to 5:
1. C -0.097
2. O -0.238
3. C -0.234
4. C -0.167
5. C -0.187

Values for max |F|, eV Å⁻¹, ordered as above
1.87, 4.68, 3.26, 2.78, 3.75, 1.51